The following is a quantum chemistry calculation of a single C3H2N2S molecule at a distorted geometry, from the OMol25 dataset.

Structure (XYZ):
```
8
Properties=species:S:1:pos:R:3
N 2.16466 1.11010 0.34847
C 1.24098 0.63082 -0.15428
C -0.07333 0.12249 -0.43995
S -1.46244 1.07658 0.24490
C -0.08290 -1.23524 -0.05369
N -0.34708 -2.27990 0.24277
H -0.43047 -0.11033 -1.61534
H -1.00942 0.68551 1.42713
```

The SMILES is N#CC(S)C#N. The LUMO energy is -0.06 eV. For the energy above the lowest of the compared OMol25 structures with the same formula, charge and spin, the calculation gives 83.30 kJ/mol. The value obtained for the calculated total energy is -623.14137 Ha. As for the orbital gap: 10.67 eV.

Need the Löwdin charges? In units of e they are:
1. N 0.190
2. C -0.258
3. C -0.690
4. S 0.814
5. C -0.344
6. N 0.199
7. H 0.196
8. H -0.107

***

The following is a quantum chemistry calculation of 11 unconnected molecules or ions with the total composition C4H31NO12 at a distorted geometry, from the OMol25 dataset.

Structure (XYZ):
```
48
Properties=species:S:1:pos:R:3
N 3.08556 1.29470 -0.07593
C 2.26413 0.06720 -0.16591
C 0.77721 0.45088 -0.01153
C -0.11026 -0.52622 -0.78826
C -1.38954 0.19848 -1.19648
O -1.08690 1.22542 -2.12109
O -2.08980 0.79234 -0.11521
H 3.78750 1.38302 0.64444
H 3.51412 1.58384 -0.94229
H 2.59587 -0.75697 0.44889
H 2.41218 -0.30716 -1.18442
H 0.53174 0.43274 1.04485
H 0.72019 1.42027 -0.47452
H -0.49844 -1.41688 -0.30870
H 0.38817 -0.74983 -1.73304
H -2.06718 -0.55440 -1.60478
H -1.27023 2.11634 -1.81045
H -1.51616 1.16850 0.59532
O -0.01777 0.00045 3.88571
H 0.14533 -0.91402 3.65181
H -0.46472 0.12336 4.72432
O 1.20795 3.52521 0.33580
H 1.48804 3.98959 -0.45948
H 1.75735 2.70930 0.36593
O 1.84185 -3.40680 -0.23291
H 1.08064 -3.02194 0.21501
H 1.93869 -4.34344 -0.07622
O -0.87452 2.51173 1.70874
H -0.41549 3.16273 1.13706
H -0.19869 1.95024 2.10123
O 2.28028 -0.77339 2.71942
H 1.89105 -0.10977 3.29123
H 1.59743 -1.22699 2.18892
O 0.21283 -2.35816 1.88524
H -0.65827 -1.98308 1.68618
H 0.19848 -2.91131 2.67088
O 0.76687 2.14685 -3.77950
H 0.96892 1.30710 -3.37219
H -0.18224 2.28361 -3.78417
O -1.91371 -3.23735 -0.03358
H -2.53320 -3.14596 0.69465
H -2.22078 -3.73033 -0.79278
O -1.79466 0.03693 -4.41037
H -1.57012 -0.88717 -4.52993
H -1.23032 0.41894 -3.71329
O -2.99418 -1.29015 1.37118
H -3.28295 -0.70238 2.08444
H -2.89276 -0.58148 0.68696
```

The SMILES is NCCCC(O)O.O.O.O.O.O.O.O.O.O.O. The LUMO energy is -0.05 eV. For the energy above the lowest of the compared OMol25 structures with the same formula, charge and spin, the calculation gives 163.55 kJ/mol. The value obtained for the calculated total energy is -1128.61456 Ha. As for the orbital gap: 9.54 eV.

Atomic partial charges in e from the Löwdin method, atoms 1 to 8:
1. N 0.002
2. C -0.231
3. C -0.178
4. C -0.104
5. C -0.411
6. O -0.057
7. O -0.028
8. H 0.081

***

The following is a quantum chemistry calculation of a molecular structure, C42H55BBrN12O3Rb, from the OMol25 dataset.

Structure (XYZ):
```
115
Properties=species:S:1:pos:R:3
Rb -1.11521 -0.61660 -0.08144
C 3.06359 -2.44609 -4.87324
C 2.71938 -2.15474 -3.44565
C 3.45573 -2.47218 -2.32935
C 2.69827 -1.98385 -1.24013
N 1.57992 -1.41942 -1.67147
N 1.59593 -1.52114 -3.02747
B 0.49633 -0.98137 -3.97589
N -0.81672 -1.80134 -3.90839
N -1.60595 -1.89926 -2.80876
C -2.61951 -2.69175 -3.13750
C -2.48942 -3.11483 -4.47826
C -1.32908 -2.52615 -4.92980
C -0.72856 -2.63537 -6.29683
C -3.71100 -3.07567 -2.16138
C -3.15985 -4.08204 -1.13648
C -4.86739 -3.72685 -2.92250
C -4.24167 -1.84396 -1.42285
N 0.27172 0.54705 -3.84612
N -0.14331 1.18816 -2.72041
C -0.18545 2.47787 -3.01913
C 0.20840 2.68725 -4.36127
C 0.49176 1.43352 -4.84828
C 0.96803 1.08110 -6.22339
C -0.57018 3.56640 -2.04178
C -1.75370 4.35775 -2.61804
C -0.95705 3.00009 -0.68147
C 0.62686 4.50985 -1.85643
C 3.09394 -2.07367 0.21786
C 4.49303 -1.46804 0.39092
C 3.12496 -3.55045 0.63577
C 2.12110 -1.31362 1.11186
H 4.03077 -2.94833 -4.90329
H 3.12833 -1.53608 -5.47265
H 2.32388 -3.09662 -5.34402
H 4.40953 -2.98128 -2.31200
H 0.91996 -1.14955 -5.08518
H -3.14289 -3.75900 -5.04706
H -1.37941 -3.25352 -6.91587
H 0.26226 -3.09370 -6.27519
H -0.62508 -1.66000 -6.77613
H -2.70538 -4.93779 -1.64688
H -3.96268 -4.44493 -0.48656
H -2.40932 -3.62280 -0.49054
H -4.55693 -4.66428 -3.39510
H -5.25650 -3.06014 -3.69827
H -5.67711 -3.95295 -2.22316
H -3.47348 -1.43562 -0.77917
H -5.08082 -2.12600 -0.78073
H -4.56515 -1.07167 -2.12184
H 0.28050 3.61885 -4.90541
H 1.07247 1.99975 -6.80182
H 0.26731 0.42527 -6.74385
H 1.93551 0.57541 -6.20183
H -2.62106 3.70076 -2.73956
H -1.51294 4.78533 -3.59599
H -2.02269 5.17779 -1.94146
H -1.80084 2.32145 -0.77191
H -1.23279 3.81334 -0.00094
H -0.13002 2.45390 -0.23062
H 0.95777 4.92562 -2.81263
H 1.46304 3.96807 -1.40699
H 0.35740 5.33791 -1.19140
H 5.23114 -1.98353 -0.22951
H 4.80899 -1.54248 1.43686
H 4.48526 -0.41175 0.10857
H 3.80386 -4.12509 0.00030
H 2.12580 -3.98627 0.54976
H 3.45967 -3.64548 1.67445
H 2.02047 -0.28008 0.77995
H 2.47619 -1.30927 2.14613
H 1.13752 -1.78085 1.07958
N -0.61909 -3.73143 1.59579
N -1.81458 -4.17809 2.20973
C -2.79725 -3.15488 2.50194
O -3.58495 -3.45743 3.42202
O -2.73002 -2.12964 1.78596
H -0.16290 -4.52113 1.16354
H 0.01678 -3.32295 2.27355
H -1.67676 -4.73806 3.03649
Br 7.21872 1.81400 8.07730
C 5.36190 2.21639 7.88676
C 4.89325 3.46119 8.25569
C 3.53964 3.74754 8.12808
C 2.63798 2.81019 7.61327
C 3.15241 1.55017 7.24396
C 4.49555 1.25385 7.38409
N 1.26499 3.08323 7.69689
N 0.38437 2.76516 6.82020
C 0.57322 2.59793 5.48202
C 1.66559 3.08123 4.71250
C 1.78342 2.85149 3.37658
C 0.82599 2.05174 2.63949
O 0.99472 1.73922 1.45910
C -0.39689 1.66149 3.39122
N -1.36344 1.03050 2.68817
C -2.45037 0.62964 3.31662
C -2.65487 0.86444 4.68445
C -1.69270 1.52259 5.40239
C -0.50922 1.94410 4.76387
H 5.57700 4.20496 8.64372
H 3.15636 4.71636 8.42705
H 2.47626 0.80554 6.84379
H 4.87110 0.28003 7.09798
H 2.40597 3.69566 5.20021
H 2.61341 3.25954 2.81132
H -3.17017 0.06148 2.73481
H -3.55854 0.50296 5.15954
H -1.80490 1.71760 6.46062
C -4.87009 3.90131 -0.41536
C -4.50276 2.51921 -0.71990
N -4.19312 1.44450 -0.98323
H -4.00757 4.41770 0.00644
H -5.68590 3.92253 0.30555
H -5.17998 4.41310 -1.32499
```

The LUMO energy is 3.48 eV. For the energy above the lowest of the compared OMol25 structures with the same formula, charge and spin, the calculation gives 0.00 kJ/mol. The value obtained for the calculated total energy is -5139.39809 Ha. As for the orbital gap: 5.69 eV. As for the charge: -2.

Atomic partial charges in e from the Löwdin method, atoms 1 to 8:
1. Rb 0.703
2. C -0.036
3. C -0.281
4. C -0.001
5. C -0.264
6. N 0.132
7. N 0.027
8. B -0.494